Computed, not measured: a single C18H30N4O2S molecule in a non-equilibrium geometry, with ωB97M-V with the def2-TZVPD basis set.

Results
Relative energy (zero: lowest compared OMol25 entry of this formula, charge and spin) = 18.1 kcal/mol
Total energy = -40044.2187 eV
Lowest unoccupied orbital energy = 0.7 eV
Kohn-Sham gap = 0.32742 Eh
SMILES = CCCc1nnc(SCC(=O)N2CCC[C@@H](C)C2)n1C[C@H]1CCCO1
Max |F| = 1.09 eV Å⁻¹

Each line ends with the Mulliken charge.
CARTESIAN COORDINATES (ANGSTROEM)
C1 1.725 0.715 4.539  -1.046
C2 0.254 0.995 4.263  -0.522
C3 -0.371 -0.029 3.306  -0.740
C4 0.239 0.060 1.954  0.450
N1 -0.007 1.009 1.099  -1.100
N2 0.738 0.799 -0.002  0.293
C5 1.431 -0.290 0.197  -0.035
S1 2.531 -0.985 -0.944  -0.107
C6 2.104 0.141 -2.305  -0.627
C7 0.603 0.028 -2.570  0.671
O1 0.023 -1.026 -2.375  -0.670
N3 -0.020 1.106 -3.078  0.103
C8 0.540 2.424 -3.275  -1.088
C9 0.120 3.335 -2.120  -0.180
C10 -1.404 3.405 -2.066  -1.106
C11 -1.986 1.997 -1.930  1.698
C12 -3.510 2.021 -1.918  -1.873
C13 -1.471 1.124 -3.080  -1.441
N4 1.169 -0.809 1.433  0.665
C14 1.713 -2.008 2.001  -1.548
C15 1.010 -3.305 1.539  0.233
C16 -0.521 -3.219 1.447  -0.426
C17 -0.827 -4.107 0.243  -0.848
C18 0.391 -3.838 -0.636  0.248
O2 1.483 -3.695 0.265  -0.501
H1 1.854 -0.262 5.004  0.242
H2 2.132 1.465 5.212  0.391
H3 2.301 0.740 3.617  0.257
H4 0.147 1.987 3.822  0.332
H5 -0.303 0.979 5.203  0.407
H6 -1.436 0.188 3.206  0.346
H7 -0.258 -1.038 3.706  0.252
H8 2.676 -0.194 -3.171  0.398
H9 2.409 1.137 -1.999  0.435
H10 1.623 2.378 -3.378  0.487
H11 0.133 2.813 -4.216  0.418
H12 0.548 4.329 -2.255  0.422
H13 0.489 2.908 -1.186  0.095
H14 -1.717 4.015 -1.217  0.420
H15 -1.786 3.873 -2.978  0.321
H16 -1.621 1.568 -0.992  -0.297
H17 -3.907 1.014 -1.810  0.436
H18 -3.872 2.625 -1.090  0.415
H19 -3.894 2.443 -2.846  0.373
H20 -1.819 0.097 -2.970  0.470
H21 -1.817 1.519 -4.042  0.257
H22 1.656 -1.930 3.089  0.420
H23 2.762 -2.086 1.701  0.444
H24 1.310 -4.088 2.254  0.416
H25 -1.006 -3.551 2.363  0.457
H26 -0.836 -2.197 1.232  0.083
H27 -1.759 -3.844 -0.252  0.389
H28 -0.859 -5.156 0.541  0.307
H29 0.633 -4.660 -1.313  0.347
H30 0.259 -2.920 -1.220  -0.244